Entry 1:
46
Properties=species:S:1:pos:R:3:forces:R:3:mulliken_charge:R:1 method="wB97M-V/def2-TZVPD" lumo_ha=0.0161 multiplicity=1 de_lowest_kcal_mol=84.2 e_homo_ev=-7.6 total_energy_ev=-27602.63490 homo_lumo_gap_ha=0.294
H -1.83551 -0.79338 4.23795 1.1 -0.2 0.1 0.409
H -0.08218 -1.12228 -0.06900 2.4 -1.3 -1.5 0.340
C -0.84002 0.87496 -1.23283 1.6 -3.0 -0.1 0.162
H 1.96153 -1.81296 -3.46435 -2.2 -0.4 1.2 0.268
H 0.18780 -0.09079 -5.05341 -0.4 -0.2 -0.3 0.315
C -1.51468 0.19177 -0.10431 0.8 0.9 1.5 0.299
N 0.63411 1.24521 -2.87352 2.1 -1.8 0.2 0.132
H 1.06806 -2.54017 5.63088 -0.3 -0.7 -0.9 0.328
C -0.99411 -1.49416 1.79586 -0.2 2.0 -1.8 -1.802
H -0.11962 -0.54926 4.97399 -1.4 -0.9 -0.7 0.345
N -0.75282 -0.78272 0.51165 -1.6 0.3 1.0 0.040
H 2.64482 0.86963 -3.53913 -0.4 -0.2 0.0 0.265
C 1.60614 0.88199 -3.90278 -1.1 1.5 0.4 -0.521
C 1.06687 -0.38069 -4.50243 -0.2 -0.1 0.9 -0.844
H 1.46492 1.66270 -4.64523 0.7 0.1 -0.2 0.335
C -0.77082 -1.16676 4.22434 -0.2 0.9 2.7 -1.029
H -0.96982 -2.55941 1.61300 0.8 -0.4 0.2 0.405
H 1.97404 -0.85372 3.43443 0.7 1.4 0.4 0.512
H 2.50668 -2.96540 3.79637 -1.1 -0.1 0.1 0.374
H -2.28401 5.39284 -1.60035 0.6 -0.2 -0.1 0.378
H -2.57462 3.22139 -0.63000 0.1 -0.4 0.3 0.455
N 0.61445 -3.07323 4.85236 4.1 0.4 0.5 -0.344
H -0.14243 0.24028 2.86153 0.2 -1.0 -0.6 0.368
C -0.11182 -0.88063 2.92946 -2.0 0.1 -1.1 1.174
H -1.21340 -3.37830 4.08392 -0.1 1.2 1.0 0.275
C 1.40595 -2.82575 3.62141 0.3 0.0 -0.7 -0.869
H -0.37233 5.63521 -3.43344 -0.4 -0.4 0.4 0.335
O 0.57913 -1.01176 -2.02655 0.7 0.8 -1.3 -0.526
H 0.11311 -2.25375 -3.63426 0.8 0.8 0.1 0.340
H 1.62694 -1.57315 1.83648 -0.3 0.3 1.6 0.127
C 1.26064 -1.43935 2.92450 1.2 -1.6 -1.5 -0.936
C -0.68870 -2.61233 4.75068 -2.5 0.4 0.2 -0.766
C -0.61005 4.68467 -2.92926 -0.8 1.0 0.7 -0.342
C -0.02276 2.42537 -2.66390 0.0 -1.9 -0.1 0.572
H -2.04809 -1.32988 1.87539 -0.8 0.4 1.1 0.470
H 1.86724 -0.73887 -5.12728 -0.2 -0.5 -0.7 0.432
C -1.75118 3.30859 -1.32005 -0.8 1.4 0.3 -0.096
C -1.58210 4.59668 -1.86950 0.9 -2.0 -1.4 -0.897
H 1.12486 -3.52334 2.83022 -0.2 -0.6 0.4 0.337
C 0.11695 3.58203 -3.33575 0.2 2.6 0.0 -0.938
H -1.05357 -2.56210 5.83098 -0.3 -0.5 -1.6 0.378
C -0.96850 2.19962 -1.67840 -0.7 1.7 0.6 0.112
O -2.51596 0.66283 0.39925 -0.7 -0.2 0.0 -0.714
C 0.85222 -1.44480 -3.39116 2.5 -1.3 -1.0 -0.490
C 0.23598 0.29168 -1.97244 -3.4 2.1 0.5 0.506
H 0.90669 3.79147 -4.01529 0.5 -0.3 -0.7 0.327



Entry 2:
62
Properties=species:S:1:pos:R:3:forces:R:3:lowdin_spin:R:1 method="wB97M-V/def2-TZVPD" lumo_ha="0.1581 / 0.1578" multiplicity=11 s_squared=30.2541 charge=-2 e_homo_ev="1.8 / -0.8" total_energy_ev=-92322.33863 homo_lumo_gap_ha="0.093 / 0.189"
H 0.44757 2.20674 1.71788 -0.3 -0.2 0.1 0.002
H -1.91664 -0.07564 3.63913 0.3 0.1 0.1 0.000
C 2.74334 -2.10799 1.76802 0.4 -0.2 0.1 0.001
H -1.45154 0.68673 -3.46570 1.3 0.3 -0.3 -0.012
H 1.29815 1.69892 4.52346 0.1 -0.3 -0.3 0.000
H -4.77104 3.63123 -1.07647 -0.1 -0.1 -0.2 0.003
H 4.92321 -1.12808 0.38020 0.0 0.0 0.0 0.000
H -0.61969 -0.76431 4.66345 -0.1 0.1 -0.1 0.000
C -0.35792 1.81364 2.35705 -0.1 0.1 0.0 0.004
H -5.36920 3.59274 -2.78156 0.0 -0.2 0.2 0.001
Si 0.14348 -0.98849 0.68276 -1.5 2.7 -1.7 0.011
H 3.92672 -3.30649 -0.37050 -0.2 0.0 -0.2 0.000
H 2.20313 1.12868 3.09018 -0.2 -0.1 0.1 0.000
H -1.24786 1.63240 1.73658 0.4 0.0 0.2 0.002
H 2.32232 2.31162 -2.31303 -0.3 0.0 0.6 0.002
O -0.80712 0.12840 -0.09444 0.8 -2.0 1.9 0.036
H 3.04108 -2.44359 -1.66902 -0.1 -0.1 0.5 0.000
H -2.32380 -2.68828 -2.37677 0.1 0.0 0.2 0.000
C -1.69603 -2.13398 -1.66227 -0.2 -0.1 0.4 0.003
C -2.52895 -3.59725 0.22245 -0.6 0.3 -0.2 0.000
H 3.88353 0.22241 0.87662 -0.1 -0.3 -0.4 0.000
C 2.98663 -2.78420 -0.61585 0.3 -0.3 -0.4 0.000
O 0.31318 -0.61886 2.25860 -0.3 0.7 1.3 0.000
H -2.27642 -1.27787 -1.29372 0.3 -0.2 -0.1 0.001
H 2.63120 -1.27876 2.47803 -0.1 -0.3 -0.3 0.000
H 1.75440 3.13265 -0.74679 0.6 -1.1 -0.7 0.009
H 1.75744 -0.02255 4.38873 0.0 0.1 -0.1 0.000
H -1.11912 0.94146 4.88651 0.1 -0.4 -0.4 0.000
C -0.50910 -4.25024 -1.13613 0.3 -0.1 0.0 0.000
C -0.38864 1.05013 -3.22738 -1.2 0.2 0.1 -0.209
C 1.89405 2.13258 -1.29755 0.5 0.6 0.9 0.000
Cl -1.80726 4.39312 -0.27979 0.9 0.3 2.9 0.039
H -0.72725 5.90254 -3.96828 0.0 0.1 -0.1 0.006
H 2.15683 -3.50162 -0.49346 0.3 0.4 -0.1 0.000
V -0.03832 1.25029 -1.36925 0.8 0.9 -1.6 2.276
H 3.68326 -2.62200 1.98870 0.0 -0.1 0.1 0.000
H -0.19426 -4.94643 -0.34632 0.0 0.1 -0.2 0.000
O -0.42675 -2.50160 0.52306 -0.9 -1.1 -0.7 0.002
H -0.81879 -1.77330 -2.20498 -0.1 0.2 0.1 0.002
H 0.16772 1.58632 -4.03245 -0.7 -0.5 0.2 -0.017
H -1.68272 6.78712 -2.73806 0.0 0.2 -0.1 0.002
O 1.61425 -0.88241 -0.03634 1.4 -0.9 0.4 0.018
Gd -2.38768 4.02148 -2.58336 0.4 -1.1 -2.5 7.768
C 3.97757 -0.61713 0.16684 0.4 0.1 0.0 0.001
H 2.61485 1.46505 -0.73603 -0.7 0.9 -0.4 0.000
C 0.09611 0.55977 3.11840 0.0 -0.5 -0.7 0.000
C -1.74173 6.08411 -3.57742 -0.3 0.7 -0.9 0.020
H -2.21768 -4.24921 1.03674 0.0 -0.1 0.1 0.000
H -1.12775 -4.79525 -1.86974 0.2 0.2 0.3 0.000
H -4.52554 2.16022 -2.06801 -0.1 0.2 0.0 0.005
C 1.42652 0.85547 3.81831 0.0 0.0 0.2 0.000
H -2.38746 6.49678 -4.39141 0.5 0.0 0.4 0.002
H 0.38907 -3.86462 -1.65621 -0.5 -0.2 0.3 0.000
H -3.20844 -4.15917 -0.45704 0.4 0.3 0.4 0.000
H -0.60334 2.60518 3.09127 0.1 -0.3 -0.3 0.001
C -0.95846 0.13736 4.13831 -0.2 0.2 0.3 0.000
H 4.02643 -0.22404 -0.86133 -0.2 -0.1 0.4 0.000
C -4.55903 3.27025 -2.09898 -1.2 -0.4 0.1 0.016
C -1.29744 -3.09517 -0.52321 0.4 0.6 0.2 0.000
H -3.09457 -2.73784 0.65035 0.4 -0.6 -0.3 0.000
C 2.83695 -1.60768 0.33059 -1.5 0.8 -0.2 0.002
H 1.92856 -2.84132 1.88663 0.2 0.4 0.0 0.000



Entry 3:
136
Properties=species:S:1:pos:R:3:forces:R:3:mulliken_charge:R:1 method="wB97M-V/def2-TZVPD" lumo_ha=-0.0127 multiplicity=1 de_lowest_kcal_mol=0.0 e_homo_ev=-8.8 total_energy_ev=-2384327.54296 homo_lumo_gap_ha=0.309
O -0.89221 -1.47401 6.55585 0.2 0.1 0.2 -0.226
H 5.02746 3.15293 -4.41661 0.1 0.3 0.5 0.287
Br 1.21751 2.72533 -8.24688 0.2 0.2 -0.1 0.077
N 2.41484 0.73974 -1.67524 2.5 -0.8 -2.8 -0.395
H -1.85289 -3.47465 -0.24150 -0.6 0.0 0.0 -0.569
C 6.91785 -0.67971 -0.82868 0.0 -0.1 0.0 -0.319
C 0.20198 1.29830 0.94027 2.9 5.1 2.3 0.168
C 1.43291 -3.09276 0.53336 -0.2 -0.3 0.5 -2.213
Br 0.43389 4.37358 11.18210 0.0 0.0 0.0 0.005
H 1.51132 -1.89772 -2.38375 0.3 -0.3 0.2 0.428
H 2.83545 -0.57239 -3.97730 0.4 0.0 0.3 0.271
Br 3.46956 5.15585 -10.83804 0.0 0.0 0.0 -0.014
C -0.38380 -3.62209 3.33644 -0.1 0.2 0.0 2.088
Br -4.76693 2.12411 -6.18452 -0.1 0.0 0.0 0.037
C -0.48228 -0.56082 -0.32409 -2.7 -0.7 2.4 -0.134
Br -4.11110 -5.00334 -0.65916 -0.1 -0.1 0.0 -0.096
C 3.92603 2.14128 -5.86684 0.1 0.3 -0.6 0.441
Br 5.68117 -3.03163 2.54475 -0.1 0.0 0.0 -0.066
Br 3.46026 3.65765 11.85712 0.0 0.0 0.0 0.002
H 0.26026 -1.87272 2.38841 -0.1 0.6 0.0 0.270
C 0.66090 -0.44941 -3.73370 0.4 -0.9 0.4 -1.844
C 1.94070 -0.52801 -4.57311 -0.4 0.9 -0.5 0.003
H -0.04800 -0.83980 9.07444 -0.2 0.5 0.1 0.333
I -0.48543 4.35026 -0.31610 -0.2 0.0 0.0 -0.029
H -0.89635 3.65612 -7.43336 -0.1 0.0 0.0 0.436
Br -4.04436 -0.94814 -5.91495 0.0 0.0 0.0 0.065
C -2.26911 -1.62965 6.30968 0.0 0.8 -0.1 -0.537
Br 4.35927 2.35846 5.74106 0.0 -0.1 0.0 0.054
C 1.03834 -4.12504 3.58145 -0.9 0.3 0.1 -1.867
H -5.27945 0.23486 -7.69608 0.0 0.0 0.0 0.391
H 0.69828 2.03386 2.87150 0.4 0.4 0.5 0.373
H 1.13552 -4.34441 4.63316 0.2 -0.5 0.3 0.617
H 5.68376 -1.03537 3.99948 0.1 0.0 0.0 0.448
C -4.13822 3.15741 -12.81064 0.0 0.0 0.0 -0.350
C -2.43248 -0.89923 3.88672 0.5 1.2 -0.1 -0.118
O -1.41350 -1.53335 -0.39507 -0.5 -0.9 -0.1 -0.525
H -1.51905 0.96012 3.69800 0.1 0.6 0.1 1.356
S 3.23027 1.92649 -1.05895 0.4 1.8 0.2 0.078
H 1.94277 5.29966 12.90191 0.0 0.0 0.0 0.338
Br -5.71589 1.07804 -2.76251 -0.1 0.1 -0.1 0.063
Br 1.75190 7.82959 -11.00423 0.0 0.0 0.0 -0.012
Br 1.85396 5.84551 -13.49288 0.0 0.0 0.0 -0.011
H 0.85997 -2.30267 9.25080 0.1 -0.3 0.3 0.420
C -1.41286 0.01897 3.19387 -0.8 -0.7 0.1 -1.203
H -0.64497 -3.06177 4.22808 -0.1 0.3 0.2 -0.476
C 4.65841 4.20917 6.17010 0.0 0.0 0.0 -0.405
Br -4.62153 -2.83168 4.19909 -0.6 -0.6 0.0 0.143
H -2.82444 -1.50498 7.23389 -0.2 -0.2 0.4 0.600
H -2.38232 -0.65829 1.35786 -0.1 -0.3 0.0 -1.350
C -0.39958 -2.32877 7.57212 0.2 -0.3 -0.8 -0.253
C -4.89847 -3.27218 -0.96673 0.1 0.1 0.0 -0.484
H 6.00796 2.42055 -5.70343 0.4 0.1 -0.1 0.345
Br -4.36827 2.56044 -10.99589 0.0 0.0 0.0 0.033
Br -4.38546 -2.52652 -2.65909 0.0 -0.1 0.0 -0.037
H -1.46627 -2.25429 2.09782 0.0 0.1 -0.1 -0.036
H 1.34575 -1.18136 8.03364 0.2 0.4 -0.3 0.295
C 0.48248 -1.59790 8.52319 0.1 -0.1 0.5 -1.343
C -2.67270 -0.52937 5.35491 0.1 -0.7 -0.4 -1.750
Br 2.68857 6.60379 10.94368 0.0 0.0 0.0 -0.025
H -1.53882 -5.17345 4.19674 0.0 -0.2 0.2 0.608
H 5.23921 1.41162 -4.45122 0.3 -0.5 0.6 0.210
C 0.33636 3.72922 1.58157 1.6 0.6 1.6 -0.149
H 1.89302 -1.38848 -5.22555 0.1 -0.6 0.1 0.412
C 0.45246 -0.44603 -1.19265 1.5 -2.2 -3.9 1.030
H -0.24497 -1.91766 -2.56055 -0.4 -0.6 0.3 0.280
Br 5.08767 -0.41132 -1.36357 0.6 -0.6 -0.1 0.141
Br 3.91753 -0.37675 2.42096 -0.1 0.1 -0.1 0.113
O 0.96156 4.50320 2.24649 -0.9 -0.5 -0.9 -0.525
Br -7.00772 -4.89787 4.59027 -0.1 0.0 0.0 -0.051
H -3.35556 -0.72787 3.34924 -0.4 0.0 -0.2 0.557
H -0.47604 -3.22722 -1.23196 0.2 0.1 -0.5 0.508
H 0.18798 -3.10825 7.09454 0.1 -0.4 -0.2 0.138
Br -1.67508 1.50565 -8.36455 -0.1 -0.1 -0.1 -0.012
C -0.46317 -2.64584 2.17260 0.7 -0.9 -0.5 -0.102
H -0.99831 -5.52783 2.58113 -0.2 -0.3 -0.4 0.341
Br -3.45752 4.95736 -12.89338 0.0 0.0 0.0 -0.020
H -5.75567 0.72844 -0.33886 0.0 0.0 0.1 0.149
C 1.91140 5.99966 -11.57608 0.0 0.0 0.0 0.393
Br -7.11161 -0.03551 -6.07226 0.1 0.0 0.1 -0.036
H 1.05402 5.47038 -11.18890 0.0 0.0 0.0 -0.383
O 3.95713 2.27961 -7.07327 -0.5 -0.4 0.6 -0.547
H 2.17630 2.67458 -5.05915 -0.1 0.1 0.0 0.307
H 6.96830 -1.62782 -0.31435 0.0 0.0 0.0 0.280
Br -6.44469 3.09617 -0.40032 0.0 0.0 0.0 -0.028
H -5.11597 3.16872 -13.26665 0.0 0.0 0.0 0.322
H -0.12175 -0.83261 -4.37254 -0.4 0.0 -0.2 0.557
H -5.36187 -4.69383 2.76176 0.0 0.0 -0.1 0.208
Br 3.80591 4.69688 7.82233 0.0 0.0 0.0 0.043
H 4.19909 4.79461 5.38789 0.0 0.0 0.0 0.338
C -0.95595 -2.88705 -0.33065 -0.3 -0.4 0.5 -0.890
Br -4.49873 -2.05518 0.47554 -0.2 -0.1 0.0 -0.006
N 2.74480 1.84068 -5.08546 0.6 -0.3 -0.3 -0.016
C 1.97191 0.67657 -5.54322 -0.3 0.0 0.5 -1.301
H -1.21163 -2.83106 8.07666 -0.4 -0.1 0.3 0.475
Br 3.77304 -2.24420 4.98121 0.1 0.0 0.1 -0.021
C -0.05623 -3.26512 0.83251 0.3 0.1 0.1 0.612
H 1.66066 -3.25880 -0.50776 0.1 0.2 -0.4 0.334
H -5.96835 -3.41248 -0.98568 0.0 0.0 0.0 0.505
Br 8.10093 -0.79129 -2.34401 0.0 0.0 0.0 -0.050
C 2.10719 5.02305 11.87200 0.0 0.0 0.0 -0.338
C -5.41606 1.56219 -0.93570 0.1 -0.2 0.2 -0.310
H -0.39583 -0.30784 3.36009 0.2 -0.1 0.0 0.131
C 0.61211 -1.30132 -2.41040 -0.1 1.2 -1.5 -1.133
H 1.97048 -3.84612 1.08694 0.4 -0.2 0.2 0.656
C -0.64832 3.13039 -8.34331 0.1 0.0 0.1 -0.398
C -0.60809 0.34961 0.76737 -4.9 -4.4 0.3 0.709
H -3.71644 -0.28162 5.46650 -0.5 0.0 0.3 0.512
C -5.30354 0.33010 -6.62095 0.1 0.1 0.0 -0.467
C 0.07785 2.30892 2.03720 -0.6 0.1 -1.1 -0.461
C 1.28159 1.43604 0.09374 -1.2 -1.9 -0.9 0.413
H -0.18124 -4.33418 0.94902 -0.3 -0.5 -0.3 1.005
H 1.73346 -3.32978 3.36895 0.4 0.1 -0.2 0.064
N 2.23121 2.27667 0.14342 2.4 2.3 0.8 -0.456
H -0.95396 2.29758 2.33190 -0.5 0.2 0.4 0.338
H 2.23898 0.37619 -6.54528 0.4 0.0 -0.3 0.430
H 1.22579 -5.00278 2.98039 0.4 -0.3 -0.1 0.307
H -2.19289 -1.94377 3.74737 0.1 0.1 0.2 0.036
H -2.34702 -4.38565 2.85984 -0.4 0.1 -0.3 0.090
Br -3.05240 1.94000 -13.82641 0.0 0.0 0.0 -0.001
Br 7.48028 0.67330 0.41826 0.0 0.0 0.0 -0.040
C -5.26416 -4.60719 3.83462 -0.1 0.0 0.0 -0.170
Br -1.11425 4.29859 -9.80408 0.0 -0.1 0.0 -0.041
H 1.79815 -2.14546 0.89274 0.3 0.6 -0.2 0.176
H 0.94641 1.00317 -5.60112 -0.5 0.1 -0.4 0.557
C 4.88025 -1.59708 3.54757 0.0 0.1 0.1 -0.419
C 1.36950 0.52418 -0.98121 0.3 1.7 1.5 0.831
Br -4.01010 -5.94880 4.40060 -0.7 -0.3 0.3 0.031
Br 6.53238 4.64380 6.17892 0.0 0.0 0.0 -0.023
C 5.16257 2.29215 -5.05228 -0.4 0.1 -0.4 -1.025
H -2.49133 -2.59175 5.85920 0.0 -0.4 0.2 0.281
H 0.38878 0.57347 -3.54425 0.1 0.6 0.3 0.636
H -2.11831 0.35507 5.62895 0.2 0.3 0.1 0.544
Br -3.53880 1.78743 -0.56223 -0.2 0.2 -0.3 0.102
C -1.77746 0.15731 1.70954 0.5 0.6 0.1 -0.708
C -1.39878 -4.74795 3.21614 1.2 0.3 0.3 -1.701
H -2.40899 1.03422 1.61166 -0.2 0.1 0.1 1.340